(1)
Here is one molecule with the formula C18H24N2O5S from the Open Molecules 2025 dataset. Energies are from ωB97M-V/def2-TZVPD.

Total charge: 0
LUMO, Eh: 0.023
Frontier orbital gap, Eh: 0.335
HOMO level, eV: -8.495
Energy above the lowest of the compared OMol25 structures with the same formula, charge and spin, kcal/mol: 13.5

Geometry (Å):
C (2.244, -1.026, 3.641)
C (3.399, -0.432, 2.857)
S (3.299, 1.390, 2.726)
C (2.006, 1.561, 1.465)
C (2.535, 1.316, 0.054)
O (1.473, 0.898, -0.787)
C (0.714, 1.869, -1.352)
O (1.001, 3.043, -1.288)
C (-0.457, 1.295, -2.000)
C (-1.346, 2.047, -2.693)
C (-1.194, 3.511, -2.934)
N (-2.468, 1.462, -3.212)
C (-2.736, 0.095, -3.191)
O (-3.729, -0.346, -3.726)
N (-1.795, -0.656, -2.593)
C (-0.697, -0.177, -1.769)
C (-0.980, -0.459, -0.301)
C (-1.680, 0.454, 0.474)
C (-1.921, 0.192, 1.807)
C (-1.490, -0.998, 2.369)
C (-0.818, -1.944, 1.607)
O (-0.414, -3.158, 2.098)
C (-0.752, -3.499, 3.420)
C (-0.541, -1.665, 0.253)
O (0.097, -2.520, -0.602)
C (1.135, -3.346, -0.116)
H (1.295, -0.816, 3.151)
H (2.217, -0.607, 4.644)
H (2.364, -2.106, 3.712)
H (4.347, -0.621, 3.359)
H (3.447, -0.835, 1.846)
H (1.616, 2.573, 1.560)
H (1.207, 0.852, 1.687)
H (3.001, 2.221, -0.346)
H (3.257, 0.496, 0.040)
H (-1.257, 4.051, -1.991)
H (-0.209, 3.725, -3.342)
H (-1.960, 3.877, -3.613)
H (-3.131, 2.022, -3.729)
H (-1.987, -1.645, -2.536)
H (0.199, -0.746, -2.048)
H (-2.020, 1.377, 0.030)
H (-2.450, 0.907, 2.417)
H (-1.700, -1.189, 3.409)
H (-0.371, -4.509, 3.565)
H (-1.836, -3.498, 3.570)
H (-0.281, -2.829, 4.147)
H (1.786, -2.803, 0.575)
H (1.707, -3.640, -0.996)
H (0.747, -4.236, 0.382)

Atoms 1-3, force components in eV/Å:
0.089 0.003 -0.065
-0.171 0.540 -0.037
0.043 -0.072 -0.057



(2)
Here is C18H24N2O6S as an isolated structure from the Open Molecules 2025 dataset. Energies are from ωB97M-V/def2-TZVPD.

Total charge: 0
LUMO, Eh: 0.017
Frontier orbital gap, Eh: 0.324
HOMO level, eV: -8.361
Energy above the lowest of the compared OMol25 structures with the same formula, charge and spin, kcal/mol: 509.5

Geometry (Å):
O (0.533, -0.039, 1.396)
C (0.751, 1.149, 1.609)
O (-0.090, 2.072, 1.680)
H (-1.007, 1.843, 1.625)
C (2.178, 1.911, 1.958)
H (2.342, 2.612, 1.439)
C (3.332, 0.645, 1.713)
C (3.110, 0.529, -0.037)
O (3.123, 1.421, -0.803)
N (2.664, -0.835, -0.306)
C (1.804, -1.241, -1.217)
C (0.998, -2.180, -0.872)
C (-0.526, -2.177, -1.341)
C (-0.825, -1.482, -2.325)
C (0.011, -0.284, -2.769)
C (1.267, -0.355, -2.046)
H (1.767, 0.556, -2.366)
H (-0.384, 0.259, -3.368)
S (-2.613, -1.183, -2.599)
O (-3.287, -2.492, -2.119)
O (-2.882, -0.321, -3.630)
N (-2.766, -0.293, -1.029)
C (-2.273, 1.087, -1.281)
H (-2.564, 1.414, -2.130)
C (-2.777, 2.180, -0.361)
H (-2.521, 3.034, -0.207)
O (-2.779, 1.597, 1.242)
C (-3.134, 0.144, 1.109)
H (-2.943, -0.211, 2.372)
C (-2.695, -0.767, 0.216)
H (-3.047, -1.710, 0.101)
H (-1.521, -0.709, 0.327)
H (-4.304, 0.224, 1.102)
H (-4.071, 2.236, -0.192)
H (-1.257, 1.214, -1.086)
H (-0.999, -3.295, -1.222)
H (1.186, -2.809, -0.186)
H (2.791, -1.771, 0.562)
C (3.475, -0.536, 2.423)
C (3.827, -0.161, 3.909)
C (2.404, 0.760, 4.397)
C (2.574, 1.892, 3.578)
H (1.681, 2.761, 3.814)
H (3.336, 2.730, 3.633)
H (2.832, 1.240, 5.339)
H (1.439, 0.335, 4.212)
H (3.599, -0.910, 4.561)
H (4.426, 0.508, 3.957)
H (2.543, -1.011, 2.279)
H (4.378, -1.220, 2.189)
H (4.347, 1.247, 1.463)

Atoms 1-3, force components in eV/Å:
0.444 1.400 0.390
4.081 -1.348 0.881
-1.264 3.482 0.299



(3)
Here is one molecule with the formula C18H24N4O2S from the Open Molecules 2025 dataset. Energies are from ωB97M-V/def2-TZVPD.

Total charge: 0
LUMO, Eh: 0.023
Frontier orbital gap, Eh: 0.336
HOMO level, eV: -8.499
Energy above the lowest of the compared OMol25 structures with the same formula, charge and spin, kcal/mol: 18.4

Geometry (Å):
C (3.627, 6.303, -0.222)
C (4.267, 5.550, -1.382)
C (3.251, 5.037, -2.404)
C (2.232, 4.036, -1.856)
C (2.867, 2.751, -1.331)
C (1.805, 1.725, -0.945)
C (2.431, 0.455, -0.374)
O (1.419, -0.456, 0.042)
C (0.973, -1.343, -0.866)
O (1.473, -1.462, -1.963)
C (-0.164, -2.102, -0.331)
C (-0.765, -3.117, -1.002)
C (-0.351, -3.654, -2.331)
N (-1.852, -3.765, -0.467)
C (-2.281, -3.476, 0.793)
N (-3.218, -4.065, 1.507)
C (-3.177, -3.372, 2.667)
N (-2.286, -2.414, 2.700)
N (-1.705, -2.483, 1.491)
C (-0.685, -1.586, 1.004)
C (-1.255, -0.206, 0.831)
C (-2.121, 0.214, -0.132)
C (-2.457, 1.580, -0.008)
C (-1.840, 2.171, 1.047)
S (-0.843, 1.072, 1.913)
H (4.394, 6.737, 0.415)
H (2.994, 7.107, -0.593)
H (3.019, 5.639, 0.388)
H (4.956, 6.222, -1.900)
H (4.856, 4.717, -0.996)
H (3.794, 4.567, -3.228)
H (2.707, 5.892, -2.815)
H (1.646, 4.502, -1.062)
H (1.540, 3.780, -2.662)
H (3.517, 2.327, -2.099)
H (3.480, 2.970, -0.455)
H (1.131, 2.150, -0.198)
H (1.210, 1.457, -1.821)
H (3.067, -0.028, -1.122)
H (3.012, 0.676, 0.524)
H (-1.193, -3.617, -3.021)
H (0.471, -3.074, -2.736)
H (-0.041, -4.693, -2.227)
H (-2.265, -4.552, -0.941)
H (-3.822, -3.592, 3.491)
H (0.122, -1.543, 1.747)
H (-2.503, -0.427, -0.907)
H (-3.124, 2.094, -0.676)
H (-1.912, 3.189, 1.374)

Atoms 1-3, force components in eV/Å:
0.197 -0.133 -0.132
-0.173 0.083 -0.098
-0.004 -0.048 0.162